a | Here is C19H48AsCl2F6MnNO5PSi3 as an isolated structure from the Open Molecules 2025 dataset. Energies are from ωB97M-V/def2-TZVPD.

Calculated values
LUMO (spin up / spin down)	-3.883 / -5.130	eV
total charge	+1
spin multiplicity	6
Kohn-Sham gap (spin up / spin down)	8.2 / 7.7	eV
highest occupied orbital energy (spin up / spin down)	-12.05 / -12.80	eV

The geometry in XYZ format:
```
87
Properties=species:S:1:pos:R:3:mulliken_charge:R:1
Mn -1.99 0.02 0.20 0.2742
C -1.45 1.39 3.78 -1.4037
C -0.55 0.49 2.96 0.5818
O -0.52 0.86 1.56 0.4092
H -1.44 1.09 4.82 0.4574
H -2.48 1.34 3.41 0.1553
H -1.12 2.43 3.72 0.3414
H -0.89 -0.55 2.98 -0.2688
H 0.47 0.53 3.34 0.1412
H -0.50 1.84 1.48 0.0081
C 5.06 -0.21 1.56 -1.0548
Si 3.29 0.06 2.06 0.6155
C 2.74 -1.20 3.30 -0.9393
C 3.01 1.79 2.68 -0.9690
As 2.08 -0.17 0.01 0.3890
Si 2.56 1.74 -1.39 0.5586
C 4.32 1.40 -1.91 -1.1751
C 1.40 1.76 -2.83 -0.4572
C 2.35 3.26 -0.35 -1.0513
Si 2.20 -2.44 -0.80 0.4490
C 0.68 -2.91 -1.74 -0.5887
C 2.39 -3.50 0.71 -0.9492
C 3.72 -2.41 -1.88 -1.1560
H 5.69 -0.23 2.46 0.4137
H 5.43 0.58 0.91 0.2596
H 5.20 -1.17 1.05 0.2494
H 3.06 -0.86 4.29 0.4794
H 3.21 -2.17 3.13 0.3576
H 1.66 -1.35 3.33 0.0859
H 3.39 1.86 3.71 0.4713
H 1.96 2.08 2.69 0.1227
H 3.56 2.52 2.08 0.3091
H 4.57 0.34 -1.92 0.2831
H 5.02 1.92 -1.25 0.3472
H 4.48 1.78 -2.92 0.3911
H 1.52 0.93 -3.53 0.2455
H 1.60 2.69 -3.38 0.4390
H 0.36 1.83 -2.49 -0.2344
H 3.32 3.64 0.00 0.4573
H 1.71 3.11 0.51 0.1452
H 1.88 4.03 -0.96 0.3815
H -0.23 -2.58 -1.23 -0.1853
H 0.66 -4.00 -1.79 0.4781
H 0.68 -2.54 -2.76 0.2920
H 1.65 -3.26 1.47 0.1554
H 3.38 -3.44 1.14 0.3170
H 2.22 -4.54 0.40 0.4356
H 3.63 -1.66 -2.67 0.2942
H 3.83 -3.39 -2.36 0.4380
H 4.63 -2.21 -1.31 0.2841
Cl -7.00 0.94 0.11 -0.1454
C -5.77 0.59 1.31 0.1638
Cl -6.18 -0.83 2.29 -0.1580
C -4.40 0.32 0.69 0.1219
O -3.41 0.31 1.51 -0.5096
O -4.23 0.10 -0.51 -0.4389
H -5.69 1.44 1.99 0.2810
F -1.74 1.89 -0.53 0.0070
P -2.03 3.62 -0.28 1.3837
F -2.23 5.16 -0.03 -0.2838
F -3.15 3.17 0.74 -0.3035
F -0.93 3.50 0.94 -0.4834
F -3.04 3.53 -1.50 -0.3638
F -0.80 3.82 -1.30 -0.3804
C -1.50 -3.56 2.08 -1.3817
C -2.43 -2.53 1.45 0.6649
C -3.45 -3.17 0.52 -1.4720
O -1.58 -1.62 0.74 0.1766
H -2.09 -4.29 2.64 0.4385
H -0.80 -3.08 2.77 0.2355
H -0.94 -4.08 1.31 0.2851
H -2.96 -1.98 2.24 0.2254
H -2.94 -3.78 -0.23 0.3043
H -4.04 -2.41 0.01 0.2602
H -4.14 -3.80 1.09 0.4347
C -1.80 0.47 -5.17 -0.9662
N -2.07 0.42 -3.74 0.2892
C -3.25 1.14 -3.27 -0.6228
C -1.25 -0.21 -2.93 -0.4801
O -1.35 -0.36 -1.70 0.0185
H -1.66 1.50 -5.49 0.3434
H -2.64 0.04 -5.72 0.3614
H -0.90 -0.10 -5.40 0.3062
H -4.15 0.64 -3.63 0.3286
H -3.22 2.16 -3.68 0.3852
H -3.27 1.18 -2.19 -0.1691
H -0.37 -0.64 -3.44 0.0626
```

b | Here is C19H48AsCl2F6MnNO5PSi3 as an isolated structure from the Open Molecules 2025 dataset. Energies are from ωB97M-V/def2-TZVPD.

Calculated values
LUMO (spin up / spin down)	-5.569 / -5.201	eV
total charge	+1
spin multiplicity	6
Kohn-Sham gap (spin up / spin down)	5.3 / 7.1	eV
highest occupied orbital energy (spin up / spin down)	-10.85 / -12.27	eV

The geometry in XYZ format:
```
87
Properties=species:S:1:pos:R:3:mulliken_charge:R:1
Mn 0.00 0.04 -0.37 1.7018
C -1.71 2.68 3.20 -1.4691
C -1.32 1.31 2.67 -0.0533
O -0.15 1.37 1.84 0.0326
H -2.61 2.60 3.80 0.4157
H -1.90 3.37 2.38 0.4143
H -0.92 3.10 3.82 0.2799
H -2.15 0.88 2.10 0.2314
H -1.06 0.63 3.49 0.1931
H -0.22 2.22 1.37 -0.1925
C 2.66 2.12 4.10 -1.1353
Si 2.52 0.32 3.43 1.0062
C 1.38 -0.64 4.65 -1.0412
C 4.30 -0.42 3.56 -1.1057
As 2.21 0.01 0.35 0.0953
Si 2.93 -2.43 0.50 1.0379
C 4.85 -2.54 0.70 -1.3597
C 2.06 -2.95 2.14 -0.4675
C 2.42 -3.69 -0.84 -0.9806
Si 3.44 2.27 0.10 1.3374
C 2.49 3.61 1.10 -0.7893
C 3.58 2.94 -1.69 -1.2860
C 5.20 1.89 0.80 -1.2679
H 2.92 2.06 5.16 0.5020
H 1.73 2.68 4.04 0.2305
H 3.44 2.68 3.60 0.2556
H 1.36 -0.12 5.61 0.4783
H 1.74 -1.65 4.84 0.4450
H 0.35 -0.72 4.31 0.0755
H 4.60 -0.39 4.60 0.4849
H 5.01 0.17 3.00 0.2696
H 4.36 -1.44 3.21 0.2158
H 5.10 -3.31 1.42 0.4553
H 5.30 -1.60 1.02 0.3001
H 5.33 -2.83 -0.24 0.4428
H 2.73 -2.96 2.99 0.4581
H 1.63 -3.94 2.06 0.5365
H 1.25 -2.26 2.36 -0.5484
H 3.13 -3.73 -1.67 0.3577
H 1.44 -3.46 -1.25 -0.1052
H 2.37 -4.69 -0.42 0.5607
H 1.95 4.24 0.41 0.4897
H 3.18 4.25 1.64 0.5010
H 1.78 3.20 1.80 -0.2606
H 2.62 2.87 -2.20 0.1452
H 4.33 2.42 -2.28 0.3771
H 3.86 3.99 -1.66 0.5293
H 5.25 2.08 1.86 0.2823
H 5.93 2.53 0.32 0.5157
H 5.49 0.86 0.62 0.2867
Cl -0.36 -3.01 -4.28 -0.1578
C -1.59 -2.60 -3.08 0.1049
Cl -2.17 -4.07 -2.27 -0.1799
C -1.02 -1.71 -1.97 -0.2299
O -1.79 -0.95 -1.38 -0.5393
O 0.18 -1.86 -1.65 -0.4714
H -2.45 -2.14 -3.57 0.4591
F 0.41 2.38 -0.62 -1.1052
P -1.06 2.65 -1.49 1.7773
F -0.63 1.31 -2.34 -0.3569
F -1.32 3.87 -0.49 -0.4060
F -0.24 3.56 -2.50 -0.4034
F -1.74 1.64 -0.36 -0.3618
F -2.43 2.80 -2.24 -0.3059
C 4.08 -0.57 -2.43 -0.9394
C 2.56 -0.46 -2.54 0.7202
C 2.16 0.20 -3.86 -1.5135
O 2.03 0.31 -1.49 -0.4437
H 4.44 -1.37 -3.08 0.3890
H 4.37 -0.79 -1.40 -0.0847
H 4.56 0.35 -2.74 0.3233
H 2.13 -1.47 -2.50 -0.1583
H 2.60 1.19 -3.95 0.3487
H 1.08 0.31 -3.90 0.2473
H 2.48 -0.41 -4.69 0.4017
C -2.02 -2.76 3.13 -0.7070
N -1.85 -3.32 1.81 0.3451
C -2.52 -4.58 1.56 -0.7939
C -1.11 -2.71 0.91 -0.0735
O -0.53 -1.63 1.10 0.1392
H -1.55 -3.41 3.87 0.3386
H -3.08 -2.65 3.36 0.4142
H -1.54 -1.78 3.15 -0.0927
H -3.59 -4.48 1.77 0.3037
H -2.12 -5.35 2.22 0.3362
H -2.40 -4.88 0.52 0.2007
H -1.02 -3.26 -0.03 -0.4037
```

Which structure wins on stability? a wins.

a | Here is a 3-piece molecular cluster, C3H12NO2 overall from the Open Molecules 2025 dataset. Energies are from ωB97M-V/def2-TZVPD.

Calculated values
LUMO	-3.261	eV
total charge	+1
Kohn-Sham gap	11.4	eV
highest occupied orbital energy	-14.66	eV

The geometry in XYZ format:
```
18
Properties=species:S:1:pos:R:3:mulliken_charge:R:1
C -2.46 1.32 -1.18 -0.9781
C -1.35 0.40 -0.98 0.8035
C -0.27 0.16 -1.63 -0.9598
N -1.51 -0.37 0.29 -0.2845
H -2.10 2.32 -1.52 0.3217
H -3.10 0.94 -2.04 0.2673
H -2.99 1.56 -0.19 0.2918
H 0.52 -0.49 -1.33 0.2780
H -0.08 0.73 -2.54 0.2598
H -2.12 -1.26 0.35 0.3855
H -1.83 0.24 1.07 0.3811
H -0.63 -0.96 0.36 0.2274
H 1.06 -0.53 2.42 0.3251
H 1.85 -0.67 1.19 0.3859
O 1.01 -0.98 1.55 -0.6731
H 3.62 0.56 1.15 0.3179
H 4.40 -0.60 1.35 0.3150
O 3.54 -0.34 1.01 -0.6644
```

b | Here is a 3-piece molecular cluster, C3H12NO2 overall from the Open Molecules 2025 dataset. Energies are from ωB97M-V/def2-TZVPD.

Calculated values
LUMO	-4.034	eV
total charge	+1
Kohn-Sham gap	9.1	eV
highest occupied orbital energy	-13.11	eV

The geometry in XYZ format:
```
18
Properties=species:S:1:pos:R:3:mulliken_charge:R:1
C 2.13 -0.61 -1.16 -0.9857
C 1.21 -1.43 -0.37 -0.2046
C 0.25 -0.98 0.45 -0.2091
N 0.47 0.13 1.42 -0.2978
H 1.56 0.14 -1.74 0.2596
H 2.75 -0.18 -0.39 0.2965
H 2.65 -1.18 -1.89 0.3701
H 1.51 -2.52 -0.27 0.3224
H -0.83 -1.35 0.43 0.2918
H 0.36 1.01 0.96 0.3998
H -0.39 0.31 2.06 0.4104
H 1.31 0.01 2.00 0.3635
H -1.76 1.48 0.49 0.3559
H -2.28 2.39 1.61 0.3503
O -1.42 1.88 1.35 -0.7284
H -2.70 0.95 -1.99 0.3225
H -2.38 -0.42 -1.74 0.3083
O -2.45 0.36 -1.21 -0.6255
```

c | Here is a 3-piece molecular cluster, C3H12NO2 overall from the Open Molecules 2025 dataset. Energies are from ωB97M-V/def2-TZVPD.

Calculated values
LUMO	-3.117	eV
total charge	+1
Kohn-Sham gap	11.0	eV
highest occupied orbital energy	-14.15	eV

The geometry in XYZ format:
```
18
Properties=species:S:1:pos:R:3:mulliken_charge:R:1
C 1.80 -1.33 0.29 -1.1260
C 1.19 -0.02 -0.14 0.6040
C 1.89 1.10 -0.23 -0.8283
N 0.05 -0.20 -1.04 -0.2404
H 1.23 -1.93 0.99 0.3149
H 1.99 -1.88 -0.63 0.3267
H 2.74 -1.12 0.80 0.3663
H 1.65 1.88 -0.95 0.2562
H 2.53 1.42 0.59 0.2911
H 0.24 -0.75 -1.88 0.3686
H -0.37 0.69 -1.32 0.3746
H -0.75 -0.69 -0.52 0.2931
H -2.64 -0.33 0.51 0.3146
H -2.52 -1.88 0.46 0.3173
O -2.03 -1.06 0.31 -0.6392
H -1.89 2.11 1.55 0.3053
H -2.83 2.35 0.40 0.3141
O -2.28 1.66 0.79 -0.6128
```

Which structure wins on stability? c wins.

a | Here is one molecule with the formula C2H4OS2 from the Open Molecules 2025 dataset. Energies are from ωB97M-V/def2-TZVPD.

Calculated values
LUMO	0.230	eV
SMILES	OC(=S)CS
Kohn-Sham gap	9.0	eV
highest occupied orbital energy	-8.75	eV

The geometry in XYZ format:
```
9
Properties=species:S:1:pos:R:3:mulliken_charge:R:1
C -0.17 -0.74 -0.14 -0.4225
C 0.98 0.17 -0.11 0.3318
H -2.10 0.18 1.21 0.1671
H 0.03 -1.45 0.62 0.3465
H -0.21 -1.17 -1.19 0.2364
H -0.07 1.78 -0.04 0.3068
O 0.84 1.51 -0.15 -0.4000
S -1.85 -0.01 -0.14 -0.2733
S 2.54 -0.27 -0.06 -0.2929
```

b | Here is one molecule with the formula C2H4OS2 from the Open Molecules 2025 dataset. Energies are from ωB97M-V/def2-TZVPD.

Calculated values
LUMO	-0.139	eV
SMILES	OC(=S)CS
Kohn-Sham gap	8.6	eV
highest occupied orbital energy	-8.72	eV

The geometry in XYZ format:
```
9
Properties=species:S:1:pos:R:3:mulliken_charge:R:1
C -0.13 -0.65 -0.18 -0.3775
C 0.91 0.34 -0.07 0.2924
H -1.79 0.05 1.24 0.1476
H -0.10 -1.39 0.66 0.2752
H -0.05 -1.56 -1.07 0.3060
H -0.25 1.62 -0.49 0.3144
O 0.60 1.66 -0.06 -0.3804
S -1.69 0.06 -0.04 -0.3080
S 2.51 -0.13 0.02 -0.2697
```

Which structure wins on stability? a wins.

a | Here is C2H4OS2 as an isolated structure from the Open Molecules 2025 dataset. Energies are from ωB97M-V/def2-TZVPD.

Calculated values
LUMO	0.004	eV
Kohn-Sham gap	8.6	eV
highest occupied orbital energy	-8.63	eV

The geometry in XYZ format:
```
9
Properties=species:S:1:pos:R:3:mulliken_charge:R:1
C -0.28 -0.87 -0.26 -0.3602
C 0.88 0.21 -0.17 0.3223
H -1.25 0.80 1.33 0.2174
H 0.00 -1.38 0.90 0.2584
H 0.05 -1.89 -1.10 0.3418
H -0.46 1.67 -0.71 0.4120
O 0.49 1.45 -0.16 -0.5292
S -1.83 0.07 0.06 -0.3335
S 2.40 -0.06 0.11 -0.3290
```

b | Here is C2H4OS2 as an isolated structure from the Open Molecules 2025 dataset. Energies are from ωB97M-V/def2-TZVPD.

Calculated values
LUMO (spin up / spin down)	-2.164 / -1.952	eV
Kohn-Sham gap (spin up / spin down)	7.4 / 7.7	eV
highest occupied orbital energy (spin up / spin down)	-9.59 / -9.61	eV

The geometry in XYZ format:
```
9
Properties=species:S:1:pos:R:3:mulliken_charge:R:1
C -1.37 -0.58 -0.55 -0.3991
C -0.66 0.37 -0.02 -0.2379
O 1.98 2.18 -0.14 -0.4634
S 1.67 -1.66 -0.04 -0.2795
S 1.14 0.08 0.29 0.2579
H -2.39 -0.36 -0.93 0.2579
H -0.88 -1.54 -0.30 0.1518
H -0.65 1.40 -0.04 0.4700
H 1.17 0.10 1.73 0.2424
```

c | Here is C2H4OS2 as an isolated structure from the Open Molecules 2025 dataset. Energies are from ωB97M-V/def2-TZVPD.

Calculated values
LUMO	-0.679	eV
Kohn-Sham gap	7.9	eV
highest occupied orbital energy	-8.58	eV

The geometry in XYZ format:
```
9
Properties=species:S:1:pos:R:3:mulliken_charge:R:1
C -0.49 -0.83 -0.14 -0.2934
C 0.58 0.10 0.00 0.2105
H -1.78 1.07 1.20 0.2349
H -0.24 -1.50 0.80 0.2810
H -0.32 -1.34 -1.03 0.3468
H -0.85 1.05 -0.60 0.3911
O 0.21 1.37 -0.11 -0.5218
S -2.10 -0.14 0.02 -0.3530
S 2.16 -0.23 0.06 -0.2960
```

d | Here is a 2-piece molecular cluster, C2H4OS2 overall from the Open Molecules 2025 dataset. Energies are from ωB97M-V/def2-TZVPD.

Calculated values
LUMO	-2.708	eV
Kohn-Sham gap	7.6	eV
highest occupied orbital energy	-10.35	eV

The geometry in XYZ format:
```
9
Properties=species:S:1:pos:R:3:mulliken_charge:R:1
C 0.69 0.71 -1.77 -0.4238
C -0.21 -0.07 -1.20 -0.5260
O -1.76 -0.86 3.75 -0.4401
S 0.96 -1.00 2.48 -0.0105
S -0.65 -0.05 2.68 0.4437
H 1.65 0.32 -2.09 0.2234
H 0.51 1.75 -1.95 0.2284
H -1.17 0.30 -0.88 0.2446
H -0.03 -1.12 -1.03 0.2602
```

Which structure wins on stability? c wins.

a | Here is C13H18N6O9RuS as an isolated structure from the Open Molecules 2025 dataset. Energies are from ωB97M-V/def2-TZVPD.

Calculated values
LUMO (spin up / spin down)	-3.173 / -4.232	eV
total charge	+1
spin multiplicity	2
Kohn-Sham gap (spin up / spin down)	9.2 / 7.9	eV
highest occupied orbital energy (spin up / spin down)	-12.36 / -12.17	eV

The geometry in XYZ format:
```
48
Properties=species:S:1:pos:R:3:mulliken_charge:R:1
Ru 1.20 0.72 0.62 0.9505
N 1.74 1.59 2.43 -0.4867
C 2.41 2.91 2.23 -0.4520
C 2.82 3.10 0.76 0.4723
O 3.44 4.07 0.42 -0.6124
O 2.42 2.15 -0.05 -0.6287
H 0.88 1.69 2.96 0.3168
H 2.34 0.96 2.94 0.3655
H 3.30 2.99 2.84 0.3919
H 1.74 3.72 2.51 0.2941
N 2.97 -0.25 -1.51 -0.3505
N 4.01 -0.94 -0.90 -0.3775
C 3.86 -1.43 0.33 0.8604
N 4.84 -2.19 0.83 -0.4382
S 2.47 -1.19 1.27 -0.3877
H 2.77 -0.65 -2.42 0.2721
H 3.18 0.75 -1.59 0.2898
H 4.90 -1.04 -1.37 0.2002
H 5.61 -2.51 0.27 0.2013
H 4.74 -2.55 1.76 0.2156
C 0.07 2.63 -1.93 -0.8998
C -0.58 2.84 -0.62 0.9634
C -1.67 3.85 -0.52 -1.4025
O -0.28 2.21 0.40 -0.4719
H -0.68 2.64 -2.72 0.4545
H 0.66 1.72 -1.97 -0.0102
H 0.73 3.49 -2.11 0.3846
H -1.42 4.74 -1.11 0.4109
H -1.87 4.12 0.51 0.3743
H -2.57 3.42 -0.96 0.3392
O 0.01 -0.41 -0.78 -0.7762
C -0.68 -0.81 0.19 1.6067
O -0.32 -0.46 1.36 -0.7903
C -1.89 -1.65 0.00 -0.0185
C -2.68 -1.98 1.09 -0.5218
C -3.80 -2.76 0.88 -0.2746
C -4.16 -3.22 -0.37 -0.2899
C -3.34 -2.87 -1.43 -0.2413
C -2.21 -2.09 -1.28 -0.5446
N -3.70 -3.34 -2.79 1.0606
O -2.95 -3.03 -3.69 -0.6147
O -4.67 -4.05 -2.89 -0.5944
N -4.65 -3.11 2.04 1.0596
O -4.33 -2.65 3.11 -0.6103
O -5.61 -3.81 1.82 -0.5974
H -2.43 -1.64 2.09 0.6331
H -5.04 -3.83 -0.52 0.6306
H -1.60 -1.84 -2.13 0.6441
```

b | Here is C13H18N6O9RuS as an isolated structure from the Open Molecules 2025 dataset. Energies are from ωB97M-V/def2-TZVPD.

Calculated values
LUMO (spin up / spin down)	-3.095 / -3.934	eV
total charge	+1
spin multiplicity	2
Kohn-Sham gap (spin up / spin down)	9.1 / 8.1	eV
highest occupied orbital energy (spin up / spin down)	-12.20 / -12.03	eV

The geometry in XYZ format:
```
48
Properties=species:S:1:pos:R:3:mulliken_charge:R:1
Ru 1.90 0.26 0.23 0.6328
N 2.26 -0.34 2.19 -0.3974
C 3.57 0.21 2.60 -0.5734
C 4.47 0.40 1.37 0.5983
O 5.63 0.68 1.47 -0.5962
O 3.84 0.23 0.21 -0.4966
H 1.50 -0.06 2.81 0.3269
H 2.28 -1.35 2.19 0.2971
H 4.07 -0.42 3.33 0.4080
H 3.42 1.19 3.05 0.2936
N 2.19 0.99 -1.77 -0.6187
N 2.29 2.40 -1.81 -0.3316
C 2.14 3.15 -0.72 1.0298
N 2.22 4.47 -0.87 -0.4364
S 1.86 2.49 0.82 -0.4234
H 3.06 0.59 -2.12 0.4475
H 1.38 0.71 -2.32 0.3954
H 2.49 2.82 -2.71 0.2136
H 2.38 4.91 -1.76 0.1971
H 2.14 5.06 -0.06 0.2268
C 1.84 -4.11 -0.78 -1.3953
C 1.42 -2.68 -0.82 0.8768
C 0.22 -2.33 -1.62 -0.8903
O 2.09 -1.85 -0.21 -0.3372
H 0.98 -4.78 -0.81 0.3930
H 2.46 -4.31 0.09 0.3821
H 2.44 -4.31 -1.67 0.3291
H -0.66 -2.70 -1.09 0.3138
H 0.24 -2.84 -2.58 0.4649
H 0.11 -1.25 -1.75 0.0004
O -0.29 0.93 -0.85 -0.5531
C -0.83 0.28 0.06 1.0405
O -0.11 -0.36 0.90 -0.7269
C -2.31 0.21 0.18 0.2801
C -2.90 -0.52 1.20 -0.5396
C -4.28 -0.56 1.28 -0.2820
C -5.10 0.10 0.39 -0.3059
C -4.47 0.82 -0.61 -0.2699
C -3.10 0.89 -0.74 -0.5575
N -5.32 1.54 -1.59 1.0699
O -4.74 2.16 -2.46 -0.6166
O -6.51 1.47 -1.45 -0.5998
N -4.90 -1.35 2.37 1.0724
O -4.15 -1.91 3.15 -0.6171
O -6.11 -1.40 2.39 -0.5993
H -2.30 -1.05 1.93 0.6156
H -6.17 0.05 0.47 0.6281
H -2.66 1.47 -1.53 0.6307
```

Which structure wins on stability? b wins.